DFT (wB97M-V/def2-TZVPD) results for a structure of composition C76H51CdI4N5O2P at a distorted geometry.

```
140
Properties=species:S:1:pos:R:3:forces:R:3:mulliken_charge:R:1
Cd -1.274869 0.355456 0.079351 0.466 0.347 -0.131 3.122
I 3.347931 7.828056 2.140951 -0.348 -0.300 -0.080 0.016
C 1.711031 6.545156 1.721151 0.462 0.398 0.101 -0.261
C 1.189431 6.510756 0.443351 0.066 0.120 0.040 -0.841
C 0.165331 5.637556 0.152351 -0.177 -0.031 0.076 -0.494
C -0.406269 4.798856 1.125851 0.407 0.491 0.210 1.088
C 0.166531 4.861656 2.409051 -0.126 -0.036 -0.106 -0.003
C 1.208031 5.717056 2.704651 0.084 0.134 0.137 -1.221
C -1.371469 3.772356 0.781851 -0.754 -0.750 0.175 1.145
C -2.025369 2.984256 1.758051 0.171 0.383 -0.537 -0.611
C -2.439969 3.430256 3.074551 -0.131 -0.116 0.427 -1.549
C -3.063169 2.380856 3.658151 0.186 0.388 0.089 -1.158
C -2.997069 1.286656 2.714551 -0.081 -0.399 -0.140 0.214
C -3.328469 -0.033044 3.019251 0.126 0.341 -0.062 0.585
C -3.815169 -0.336044 4.387351 -0.036 0.010 0.159 -0.404
C -5.177469 -0.398244 4.656051 0.125 -0.003 -0.021 -0.026
C -5.637169 -0.736544 5.917051 -0.158 0.009 0.075 -0.637
C -4.718969 -1.013444 6.910851 -0.207 -0.152 0.544 -0.108
I -5.417369 -1.540744 8.846151 0.155 0.111 -0.406 0.025
C -3.359169 -0.957844 6.671251 0.059 -0.017 0.166 -0.678
C -2.911969 -0.615944 5.406951 -0.081 0.016 -0.061 0.259
C -3.164069 -1.144144 2.177651 0.054 0.022 -0.424 0.334
N -2.818469 -1.089744 0.878451 -0.289 0.146 0.331 -0.675
C -2.751269 -2.360944 0.422551 -0.044 -0.383 -0.598 -0.087
C -2.550969 -2.720544 -0.911649 -0.154 0.204 0.739 1.332
C -2.391969 -4.156944 -1.211449 0.089 -0.236 -0.051 -0.827
C -1.235569 -4.790244 -0.758549 -0.097 0.113 0.000 0.133
C -0.983269 -6.114144 -1.060449 0.098 -0.212 0.006 -0.430
C -1.901469 -6.811544 -1.822149 0.103 -0.572 -0.141 -0.473
I -1.506269 -8.833444 -2.338349 -0.097 0.431 0.124 0.019
C -3.068969 -6.217144 -2.262249 -0.091 -0.152 -0.120 -0.620
C -3.312269 -4.890644 -1.952449 0.017 0.130 0.072 -0.120
C -2.426469 -1.815744 -1.980549 -0.088 0.122 -0.424 0.537
C -2.428369 -2.173544 -3.376449 -0.154 -0.048 0.208 -1.574
C -2.327469 -1.015444 -4.073249 0.021 0.211 -0.011 -1.392
C -2.246169 0.041556 -3.097249 -0.004 -0.105 -0.352 -0.330
N -2.293969 -0.479144 -1.852649 0.027 -0.055 0.238 -0.787
C -2.184769 1.414456 -3.397449 0.084 0.224 0.656 1.665
C -2.025869 2.443056 -2.461449 -0.118 -0.245 -0.612 -0.574
C -2.277169 3.833756 -2.725749 0.074 0.168 0.129 -1.355
C -2.027469 4.498656 -1.566749 -0.107 -0.036 -0.257 -1.835
C -1.638969 3.505356 -0.602649 0.156 -0.194 -0.054 0.112
N -1.662969 2.288756 -1.157149 0.163 0.004 0.355 1.381
C -2.385469 1.834756 -4.792849 -0.017 0.104 -0.319 0.081
C -3.529969 1.464456 -5.498049 0.110 0.030 0.144 -0.388
C -3.748569 1.916856 -6.785049 -0.098 -0.009 -0.174 -0.723
C -2.811169 2.741956 -7.377949 -0.104 0.191 -0.547 -0.134
I -3.145169 3.450356 -9.349749 0.073 -0.156 0.415 0.031
C -1.664869 3.121356 -6.706649 0.057 0.120 -0.200 -0.747
C -1.460169 2.669756 -5.417749 -0.026 -0.175 0.113 -0.179
C -3.062169 -3.280144 1.494251 0.008 -0.084 0.202 -1.201
C -3.335669 -2.522944 2.582051 0.000 -0.230 -0.041 -1.708
N -2.436869 1.718456 1.560351 -0.274 0.042 -0.081 0.179
H 1.593431 7.142156 -0.333449 0.056 0.039 -0.061 0.429
H -0.174769 5.589856 -0.867049 0.040 -0.027 -0.064 0.310
H -0.171569 4.194356 3.184451 0.026 -0.104 0.026 0.206
H 1.637631 5.719456 3.695351 0.024 -0.020 0.064 0.414
H -2.346269 4.431356 3.455651 0.064 0.089 0.083 0.764
H -3.515769 2.336856 4.632651 -0.096 0.054 0.106 0.542
H -5.881769 -0.189244 3.864751 -0.071 0.024 -0.095 0.539
H -6.697569 -0.786444 6.115651 -0.050 -0.003 0.026 0.408
H -2.653769 -1.181744 7.457251 0.049 -0.012 0.055 0.423
H -1.853169 -0.577744 5.196151 0.130 0.012 -0.043 0.508
H -0.518469 -4.218544 -0.185049 0.093 0.078 0.000 0.130
H -0.076769 -6.586544 -0.711049 0.057 -0.029 0.020 0.580
H -3.784269 -6.776844 -2.846849 -0.032 -0.047 -0.016 0.412
H -4.227369 -4.421744 -2.286549 -0.038 0.060 -0.035 0.528
H -2.518469 -3.167744 -3.772649 0.019 -0.134 -0.086 0.453
H -2.283569 -0.895144 -5.140849 -0.026 0.001 -0.116 0.664
H -2.641069 4.246956 -3.648749 -0.100 0.042 -0.072 0.619
H -2.211069 5.537956 -1.361449 0.048 0.124 0.015 0.770
H -4.265669 0.835756 -5.018549 -0.042 -0.055 0.054 0.569
H -4.646669 1.635956 -7.314349 -0.051 -0.011 -0.040 0.382
H -0.938669 3.766156 -7.178049 0.044 0.036 -0.048 0.384
H -0.569069 2.964656 -4.882349 0.049 0.001 0.053 0.562
H -3.087769 -4.352444 1.409851 -0.026 -0.115 0.028 0.603
H -3.615569 -2.857044 3.565651 -0.047 -0.063 0.076 0.501
C 2.996331 -6.114244 2.726751 0.176 -0.075 0.010 -0.779
C 1.641931 -5.817844 2.730451 -0.110 -0.117 0.063 -0.726
C 1.188631 -4.651144 2.150251 0.097 0.050 -0.048 -0.423
C 2.084331 -3.744544 1.575751 -0.041 0.413 -0.069 0.734
C 3.437031 -4.060744 1.559351 -0.050 0.075 0.024 -1.028
C 3.888831 -5.234644 2.138351 0.112 -0.189 0.001 -0.636
P 1.317931 -2.309644 0.710151 0.604 -0.859 1.362 2.497
C 2.810231 -1.326244 0.184951 -0.384 -0.246 0.252 -0.813
C 3.204531 -1.605444 -1.243549 0.128 0.062 -0.126 -0.653
C 4.596531 -1.271544 -1.676449 0.223 -0.133 -0.140 -1.133
C 5.231431 -0.133144 -1.459149 0.117 -0.046 0.000 -1.562
C 4.812931 0.921056 -0.484749 -0.140 -0.262 0.276 0.171
C 3.422231 -0.541344 1.069551 0.203 -0.100 -0.060 -0.392
C 0.740531 -1.248344 2.074551 0.166 -0.189 -0.099 0.574
C 1.027331 -1.600344 3.393551 -0.102 0.019 0.004 -0.214
C 0.872931 -0.673044 4.406751 0.040 -0.005 0.154 -1.318
C 0.509731 0.618856 4.069751 0.081 0.078 0.201 -0.916
C 0.188131 0.929356 2.759251 0.074 0.130 -0.228 0.007
C 0.217631 0.004956 1.708151 0.013 -0.048 0.211 -0.420
H 3.354131 -7.031944 3.170451 0.023 -0.076 0.054 0.358
H 0.940931 -6.509144 3.177851 -0.065 -0.027 0.048 0.449
H 0.131631 -4.416444 2.146951 -0.141 -0.004 0.018 0.548
H 4.138731 -3.377744 1.102451 0.098 0.090 0.005 0.285
H 4.945131 -5.467344 2.127651 0.077 -0.017 -0.001 0.436
H 3.058131 -2.686344 -1.394349 0.106 0.089 -0.034 0.629
H 5.041231 -1.993344 -2.350049 0.110 -0.019 -0.065 0.462
H 6.204431 0.011956 -1.910849 0.066 -0.032 -0.139 0.362
H 5.646631 1.629956 -0.399949 -0.173 -0.091 -0.062 0.912
H 3.007831 -0.483444 2.067751 -0.125 -0.046 0.064 0.525
H 1.383031 -2.592844 3.632651 0.070 -0.001 0.015 0.424
H 1.087731 -0.944944 5.433251 0.005 0.004 0.040 0.428
H 0.467531 1.385356 4.833851 -0.024 0.079 0.043 0.381
H -0.078269 1.954956 2.543651 -0.122 0.020 0.041 0.396
C 3.551031 4.942856 -1.688749 0.179 0.155 -0.288 -1.090
O 2.817231 4.027756 -0.908849 0.113 -0.496 0.475 0.273
C 3.617331 3.082556 -0.234549 0.009 0.493 0.398 -0.061
C 4.248131 3.452056 0.911051 -0.524 0.429 -0.860 -0.401
C 4.799931 2.602756 1.921951 0.172 -0.629 0.435 -0.769
C 4.927031 1.265456 1.983651 0.046 0.158 0.194 -1.137
C 4.691931 0.254256 0.906151 0.300 0.171 -0.241 0.396
C 3.617431 1.770956 -0.802449 0.610 0.308 -0.010 0.171
N 2.501631 1.497856 -1.495249 -0.653 -0.273 -0.259 0.655
C 1.857231 0.496256 -2.057149 -0.090 0.312 0.039 -1.824
C 2.237731 -0.928444 -2.301749 -0.126 -0.107 0.135 2.912
C 2.836731 -0.959244 -3.679249 -0.123 -0.289 -0.509 -1.005
C 2.387531 -1.762244 -4.655849 0.691 0.722 0.102 -1.288
C 1.318231 -2.679344 -4.420249 -0.702 -0.362 0.902 -0.686
C 0.667831 -2.699644 -3.230449 -0.175 -0.701 -0.998 -1.006
C 0.963031 -1.757644 -2.197849 -0.173 0.850 1.086 -0.135
O 0.305531 -1.665644 -1.143749 -0.209 0.454 -2.605 -0.339
H 4.179331 5.592756 -1.069949 -0.080 -0.059 0.029 0.311
H 2.824931 5.550956 -2.227949 0.017 0.028 0.013 0.196
H 4.189231 4.424956 -2.415749 -0.029 -0.009 0.054 0.303
H 4.203831 4.501356 1.168151 -0.045 0.164 -0.067 0.162
H 5.100231 3.149256 2.809851 0.048 -0.063 0.067 0.337
H 5.326131 0.846556 2.899151 -0.008 0.055 0.166 0.436
H 5.523731 -0.467244 0.981851 -0.099 0.075 0.028 0.382
H 1.961231 2.371356 -1.531649 -0.031 -0.245 -0.080 0.304
H 0.908131 0.765856 -2.502449 -0.030 0.205 0.113 0.724
H 3.637031 -0.260444 -3.864249 0.100 0.033 -0.040 0.529
H 2.833231 -1.721744 -5.640949 0.039 0.039 -0.029 0.416
H 1.022831 -3.344344 -5.218749 -0.088 -0.121 -0.002 0.486
H -0.165469 -3.364944 -3.056749 0.048 -0.077 0.027 0.372
```
Positions in Å, forces in eV/Å.

Output
Relative energy (zero: lowest compared OMol25 entry of this formula, charge and spin): 96.19 kcal per mole
Total energy: -137437.399 eV
Orbital gap (alpha / beta): 4.9632 / 4.9687 eV
Net charge: -1